Entry a
Molecular formula: C27H63N9O9
Method: DFT, wB97M-V/def2-TZVPD

Cartesian coordinates (Å):
C (6.65570, 6.55913, 18.67340)
N (5.77616, 5.47405, 18.25540)
C (4.46264, 5.37275, 18.69962)
C (3.54558, 4.40226, 17.93685)
O (3.95049, 6.09426, 19.53624)
H (6.35557, 7.54207, 18.19183)
H (7.67609, 6.44687, 18.24484)
H (6.54796, 6.61994, 19.75679)
H (5.97890, 4.62356, 17.68816)
H (4.17654, 3.87493, 17.23356)
H (2.70580, 4.89359, 17.41803)
H (2.90357, 3.82668, 18.68199)
C (3.73920, 0.49244, 18.22240)
N (4.50438, 0.98845, 19.32298)
C (5.61565, 1.84921, 19.15747)
C (6.16589, 2.31383, 20.42954)
O (5.95376, 2.18983, 18.01679)
H (2.65661, 0.72748, 18.26773)
H (3.86593, -0.52097, 18.09741)
H (4.23633, 0.98992, 17.40618)
H (4.31150, 0.81711, 20.29225)
H (5.67518, 3.33029, 20.50425)
H (7.26792, 2.36559, 20.34787)
H (5.91802, 1.69389, 21.32213)
C (3.58594, 9.13242, 17.73588)
N (4.02620, 9.01922, 19.14981)
C (3.90127, 10.07004, 19.99338)
C (4.56673, 9.73351, 21.35203)
O (3.39505, 11.13904, 19.69123)
H (4.14522, 9.91467, 17.20268)
H (2.50317, 9.29760, 17.63908)
H (3.79068, 8.18216, 17.26073)
H (4.24060, 8.08809, 19.48705)
H (3.94743, 8.93729, 21.86765)
H (4.72234, 10.63197, 21.98056)
H (5.52731, 9.20475, 21.12443)
C (-2.09561, 5.30107, 20.07295)
N (-1.42784, 6.29644, 19.22467)
C (-0.11509, 6.04445, 18.88254)
C (0.24869, 6.91237, 17.65031)
O (0.62530, 5.25876, 19.39403)
H (-2.17013, 4.41250, 19.50559)
H (-3.12644, 5.62282, 20.28779)
H (-1.47428, 5.13161, 20.93579)
H (-1.90916, 6.72000, 18.46048)
H (-0.16887, 7.91092, 17.69198)
H (-0.19749, 6.50419, 16.74270)
H (1.30133, 6.95355, 17.49301)
C (8.25525, 6.94711, 25.82499)
N (8.00472, 8.18952, 25.12510)
C (8.12130, 8.33612, 23.80071)
C (7.69882, 9.69093, 23.27274)
O (8.49714, 7.39691, 23.03572)
H (8.34128, 7.07509, 26.94263)
H (9.04744, 6.46311, 25.35764)
H (7.36145, 6.25641, 25.74625)
H (7.47821, 8.87918, 25.66746)
H (6.64418, 9.56290, 23.15310)
H (8.16000, 9.95642, 22.35901)
H (7.77531, 10.37915, 24.07916)
C (2.87142, 0.84888, 24.63371)
N (1.90942, 1.09888, 23.57112)
C (2.38383, 1.20912, 22.32211)
C (1.47206, 1.70935, 21.22942)
O (3.54435, 1.00312, 22.17487)
H (2.36174, 1.19299, 25.57143)
H (3.70822, 1.47271, 24.61386)
H (3.31831, -0.18742, 24.69846)
H (1.07104, 1.56209, 23.86824)
H (2.06481, 2.31834, 20.56868)
H (0.66574, 2.38900, 21.54667)
H (0.95887, 0.92394, 20.65805)
C (4.14400, 8.51151, 26.93673)
N (3.34166, 9.09939, 25.84820)
C (3.61366, 10.33506, 25.25982)
C (2.43698, 10.71578, 24.37287)
O (4.59108, 10.99346, 25.51566)
H (3.44109, 7.83364, 27.40421)
H (4.45018, 9.26195, 27.61652)
H (5.10962, 7.98483, 26.59748)
H (2.60341, 8.48034, 25.44393)
H (1.48114, 10.64530, 24.96207)
H (2.43476, 10.08350, 23.40597)
H (2.56315, 11.72865, 23.98896)
C (3.69821, 5.17481, 23.09110)
N (2.81501, 5.87486, 22.21414)
C (1.96215, 6.85011, 22.69983)
C (1.47499, 7.74873, 21.62591)
O (1.64804, 6.95251, 23.85433)
H (3.24666, 5.38259, 24.02989)
H (4.73547, 5.59577, 23.00607)
H (3.74458, 4.10902, 22.87499)
H (3.03791, 5.92506, 21.23300)
H (1.86310, 7.64942, 20.59315)
H (1.52486, 8.77138, 21.98885)
H (0.35670, 7.61995, 21.58473)
C (1.26593, 4.77555, 26.17628)
N (0.25672, 5.01107, 25.12698)
C (-0.31836, 3.97051, 24.51639)
C (-1.29593, 4.30343, 23.40157)
O (-0.08333, 2.82059, 24.72853)
H (1.56722, 5.70979, 26.68488)
H (2.20658, 4.42180, 25.75227)
H (0.81885, 4.01379, 26.88884)
H (0.06010, 5.94924, 24.84028)
H (-0.98041, 3.95641, 22.46106)
H (-1.45843, 5.40489, 23.32752)
H (-2.25708, 3.89005, 23.55768)

- gap between HOMO and LUMO (eV) = 9.651
- LUMO level (eV) = 0.425
- net charge = 0
- E_HOMO (eV) = -9.2
- 2S+1 = 1

Results of the Löwdin charge analysis, in e, for atoms 1 through 8: atom 1 (C): -0.061, atom 2 (N): 0.014, atom 3 (C): -0.505, atom 4 (C): 0.013, atom 5 (O): -0.016, atom 6 (H): 0.089, atom 7 (H): 0.096, atom 8 (H): 0.082

***

Entry b
Molecular formula: C27H63N9O9
Method: DFT, wB97M-V/def2-TZVPD

Cartesian coordinates (Å):
C (-4.79257, 1.17434, 3.90785)
N (-4.60768, 1.13504, 2.49604)
C (-5.03309, -0.15626, 1.82446)
C (-4.00027, 2.14500, 1.88313)
O (-3.67265, 2.13587, 0.69758)
H (-4.33845, 2.02283, 4.41966)
H (-4.47775, 0.22864, 4.34904)
H (-5.85853, 1.28535, 4.10658)
H (-4.56571, -0.99220, 2.34492)
H (-6.11858, -0.13867, 1.92190)
H (-4.76877, -0.20262, 0.76802)
H (-3.95833, 3.05143, 2.50671)
C (1.21316, 4.94007, 3.40281)
N (0.95035, 6.35285, 2.99182)
C (-0.36277, 6.65048, 2.40846)
C (1.93577, 7.24024, 2.94242)
O (1.78015, 8.33661, 2.36463)
H (2.26578, 4.85280, 3.67203)
H (1.03105, 4.28408, 2.55156)
H (0.48445, 4.71277, 4.18088)
H (-1.00909, 5.78709, 2.56637)
H (-0.87275, 7.46152, 2.92832)
H (-0.35575, 6.79896, 1.32865)
H (2.85548, 6.86407, 3.41657)
C (-4.91682, -5.89832, -1.42291)
N (-3.75734, -5.98003, -0.53084)
C (-2.54645, -5.79210, -1.21985)
C (-3.91333, -6.27678, 0.76847)
O (-2.99266, -6.54717, 1.57668)
H (-4.91272, -6.63828, -2.22324)
H (-4.68904, -4.99676, -1.99160)
H (-5.85282, -5.77853, -0.87731)
H (-2.45393, -4.77298, -1.59524)
H (-1.65685, -5.86982, -0.59481)
H (-2.41025, -6.43254, -2.09129)
H (-4.97085, -6.39767, 1.04994)
C (2.35043, -0.32612, 9.24176)
N (1.08030, 0.32115, 8.97672)
C (0.52366, 0.13100, 7.61729)
C (0.58769, 1.26415, 9.74949)
O (-0.36874, 2.01094, 9.55887)
H (2.10965, -1.35996, 8.99419)
H (2.59727, -0.32787, 10.30345)
H (3.09596, 0.04354, 8.53775)
H (-0.27416, -0.60934, 7.55833)
H (0.15752, 0.97901, 7.03857)
H (1.21894, -0.36369, 6.93908)
H (1.10194, 1.32768, 10.72093)
C (0.62799, 5.57437, -3.72983)
N (-0.28831, 6.28569, -4.59693)
C (0.31457, 7.51489, -4.97975)
C (-1.49902, 5.85321, -4.77362)
O (-2.36418, 6.45802, -5.39013)
H (0.97861, 6.25076, -2.95030)
H (1.47564, 5.27146, -4.34451)
H (0.15478, 4.74280, -3.20767)
H (-0.41906, 8.05838, -5.57516)
H (0.47509, 8.17318, -4.12594)
H (1.12380, 7.32109, -5.68380)
H (-1.67021, 4.92762, -4.20248)
C (4.18295, 2.97627, -7.03597)
N (3.01702, 2.35092, -7.73940)
C (2.29792, 1.35352, -7.00543)
C (2.72870, 2.80848, -8.99997)
O (1.73644, 2.53332, -9.66229)
H (5.04560, 2.52675, -7.52777)
H (4.19023, 2.67029, -5.98982)
H (4.18475, 4.06480, -7.09257)
H (1.62032, 1.87006, -6.32563)
H (1.75678, 0.70354, -7.69304)
H (2.97505, 0.67331, -6.48881)
H (3.50527, 3.54853, -9.24789)
C (0.84964, -0.63788, 1.15911)
N (0.48648, -0.33326, -0.17055)
C (1.31742, 0.57577, -0.92865)
C (-0.64774, -0.87220, -0.71133)
O (-0.97738, -0.79226, -1.89612)
H (0.33033, -1.44102, 1.68197)
H (0.68155, 0.27654, 1.72804)
H (1.91642, -0.85725, 1.20334)
H (2.39884, 0.44778, -0.97596)
H (0.99246, 0.65597, -1.96600)
H (0.97814, 1.49792, -0.45683)
H (-1.25389, -1.41619, 0.02953)
C (3.23007, -5.23626, 6.59545)
N (2.04568, -6.03081, 6.57624)
C (2.24418, -7.39503, 7.08853)
C (0.89923, -5.66275, 5.98745)
O (0.73389, -4.54356, 5.47299)
H (3.98144, -5.60427, 5.89682)
H (3.71161, -5.26880, 7.57278)
H (3.01344, -4.19085, 6.37573)
H (1.29892, -7.93111, 7.17352)
H (2.83866, -7.85746, 6.30059)
H (2.78463, -7.49670, 8.02963)
H (0.11956, -6.43936, 5.95302)
C (1.65842, -4.22721, -8.73898)
N (0.41981, -3.79321, -8.03745)
C (0.38643, -3.75537, -6.60910)
C (-0.58634, -3.26096, -8.72894)
O (-0.64466, -3.19585, -9.95093)
H (1.58296, -4.20907, -9.82619)
H (1.77771, -5.29641, -8.56389)
H (2.51129, -3.67983, -8.33762)
H (0.65946, -4.73474, -6.21614)
H (1.20420, -3.15807, -6.20591)
H (-0.53186, -3.39571, -6.14488)
H (-1.39260, -2.93160, -8.05539)

- gap between HOMO and LUMO (eV) = 9.125
- LUMO level (eV) = -0.112
- net charge = 0
- E_HOMO (eV) = -9.2
- 2S+1 = 1

Results of the Löwdin charge analysis, in e, for atoms 1 through 8: atom 1 (C): -0.085, atom 2 (N): -0.195, atom 3 (C): 0.005, atom 4 (C): -0.362, atom 5 (O): -0.012, atom 6 (H): 0.089, atom 7 (H): 0.088, atom 8 (H): 0.088

***

It is entry a that is most stable; the runner-up trails by 6.439 eV.

***

Entry a
Molecular formula: C26H34Cl2F18O12
Method: DFT, wB97M-V/def2-TZVPD

Cartesian coordinates (Å):
C (2.31831, -6.16529, 0.80604)
C (1.25741, -5.28349, 0.23450)
O (1.52031, -5.16865, -1.17489)
C (0.61100, -4.53567, -1.88371)
O (-0.35134, -3.97525, -1.45740)
C (0.95530, -4.56544, -3.39157)
F (2.02003, -5.32359, -3.65840)
F (-0.07373, -5.01017, -4.10457)
F (1.21758, -3.31002, -3.78161)
H (2.37235, -7.10576, 0.26227)
H (2.14205, -6.34243, 1.86604)
H (3.27577, -5.65077, 0.72911)
H (1.31023, -4.29343, 0.70406)
H (0.21526, -5.57547, 0.37862)
C (-4.10254, -0.58911, 5.33311)
C (-4.65572, -1.63820, 4.39868)
O (-4.00049, -1.52440, 3.13156)
C (-4.06304, -2.56331, 2.32225)
O (-4.54245, -3.63190, 2.55118)
C (-3.48274, -2.20779, 0.94375)
F (-4.51119, -1.81285, 0.16704)
F (-2.59180, -1.20760, 0.99827)
F (-2.90047, -3.25460, 0.37303)
H (-3.01360, -0.62720, 5.38282)
H (-4.46669, -0.78738, 6.34166)
H (-4.40549, 0.40590, 5.01731)
H (-5.72712, -1.46407, 4.26897)
H (-4.55676, -2.64550, 4.80178)
C (3.40257, 8.04601, -0.35790)
C (3.12567, 6.98275, -1.40623)
O (2.48204, 5.84201, -0.78043)
C (1.19115, 5.64762, -0.98962)
O (0.50953, 6.14979, -1.83252)
C (0.63957, 4.54907, -0.04890)
F (-0.64997, 4.77230, 0.21236)
F (0.77103, 3.34854, -0.63156)
F (1.30547, 4.53091, 1.11989)
H (4.17697, 7.76323, 0.34900)
H (2.46806, 8.35439, 0.10778)
H (3.77163, 8.92791, -0.89270)
H (4.04026, 6.57396, -1.82656)
H (2.47547, 7.40061, -2.17033)
C (0.37369, -1.90044, 5.53330)
C (0.30318, -1.29129, 4.15461)
O (-0.54044, -0.10782, 4.13069)
C (-0.04025, 1.02509, 3.69937)
O (1.10615, 1.27970, 3.48235)
C (-1.12805, 2.07498, 3.39824)
F (-0.89959, 2.62290, 2.21164)
F (-2.35973, 1.58399, 3.43461)
F (-1.05572, 3.05418, 4.32587)
H (1.23978, -2.55640, 5.59689)
H (-0.53796, -2.45252, 5.78284)
H (0.40699, -1.19044, 6.36461)
H (-0.25366, -1.95451, 3.49131)
H (1.27518, -1.06456, 3.72650)
C (-6.44519, -1.19700, -6.54391)
C (-5.14523, -1.94971, -6.67937)
O (-4.52181, -1.97515, -5.38494)
C (-3.70565, -2.98307, -5.12173)
O (-3.51328, -3.94060, -5.80675)
C (-2.98251, -2.79813, -3.76802)
F (-3.51906, -1.80323, -3.05628)
F (-3.08744, -3.92537, -3.05965)
F (-1.68772, -2.53288, -3.96083)
H (-6.97012, -1.16535, -7.49985)
H (-6.28703, -0.18846, -6.17259)
H (-7.11592, -1.74061, -5.87494)
H (-4.46364, -1.40341, -7.33832)
H (-5.29427, -2.92637, -7.13244)
C (3.71145, 1.94164, 1.18098)
C (4.14807, 2.71412, -0.04629)
O (5.39747, 3.36275, 0.23292)
C (6.46991, 2.95205, -0.41405)
O (6.54656, 2.06395, -1.20685)
C (7.71785, 3.77939, -0.04219)
F (8.73872, 2.97667, 0.22960)
F (8.06181, 4.56440, -1.07091)
F (7.50076, 4.56396, 1.02443)
H (4.25333, 1.02101, 1.40372)
H (2.65119, 1.69424, 1.20778)
H (3.90458, 2.58023, 2.05006)
H (3.41429, 3.47267, -0.29631)
H (4.26232, 2.03553, -0.88945)
Cl (-0.85072, 0.24445, -3.00037)
C (-0.45423, -0.62165, -1.48942)
C (0.02630, 0.31624, -0.41622)
Cl (0.79736, -0.65764, 0.89246)
H (0.29642, -1.35095, -1.76841)
H (-1.35972, -1.12492, -1.16352)
H (-0.73475, 0.94980, 0.02156)
H (0.87043, 0.89276, -0.78490)

- gap between HOMO and LUMO (eV) = 10.905
- LUMO level (eV) = 0.274
- net charge = 0
- E_HOMO (eV) = -10.6
- 2S+1 = 1

Results of the Löwdin charge analysis, in e, for atoms 1 through 8: atom 1 (C): -0.061, atom 2 (C): -0.210, atom 3 (O): 0.043, atom 4 (C): -0.400, atom 5 (O): 0.157, atom 6 (C): -0.545, atom 7 (F): 0.170, atom 8 (F): 0.180

***

Entry b
Molecular formula: C26H34Cl2F18O12
Method: DFT, wB97M-V/def2-TZVPD

Cartesian coordinates (Å):
C (0.36556, -4.50072, 1.81048)
C (1.81816, -4.83292, 1.62954)
O (2.25177, -5.78014, 2.53215)
C (2.55606, -5.49359, 3.79129)
O (2.52918, -4.37909, 4.24879)
C (3.05344, -6.73523, 4.60014)
F (2.05964, -7.38957, 5.26020)
F (3.55828, -7.71599, 3.82100)
F (4.01372, -6.30830, 5.50773)
H (0.05537, -3.73639, 1.09796)
H (0.10259, -4.22342, 2.83129)
H (-0.03810, -5.46208, 1.49274)
H (2.32550, -3.89112, 1.83864)
H (1.89533, -5.07250, 0.56900)
C (-0.30495, 3.54595, 0.62419)
C (-1.74397, 3.65390, 1.24782)
O (-2.62004, 4.39766, 0.36539)
C (-2.62168, 5.73619, 0.29331)
O (-1.78933, 6.48325, 0.76506)
C (-3.86505, 6.31449, -0.49163)
F (-3.51360, 6.82468, -1.65866)
F (-4.81052, 5.42884, -0.71344)
F (-4.38061, 7.23065, 0.22057)
H (-0.18678, 3.22687, -0.41135)
H (0.46232, 3.01430, 1.18700)
H (0.11634, 4.53532, 0.44596)
H (-1.72980, 3.89517, 2.31069)
H (-2.08849, 2.62214, 1.17797)
C (0.66075, -0.83765, 4.17921)
C (1.70431, -0.96667, 3.18744)
O (3.00018, -0.30706, 3.38135)
C (3.12053, 1.07149, 3.24543)
O (2.17655, 1.82627, 2.84687)
C (4.52148, 1.63950, 3.45502)
F (5.26766, 1.33771, 2.37975)
F (4.48157, 2.95566, 3.63972)
F (5.10341, 1.09840, 4.59745)
H (1.09764, -1.04868, 5.15528)
H (-0.20825, -1.46143, 3.96984)
H (0.30845, 0.19113, 4.10453)
H (1.39914, -0.60176, 2.20673)
H (1.89775, -2.02572, 3.01686)
C (3.82032, -7.55620, -1.26754)
C (4.56871, -6.30521, -0.76844)
O (4.24515, -5.18712, -1.56388)
C (5.03605, -4.14253, -1.84444)
O (6.20462, -4.01628, -1.39739)
C (4.40207, -3.01836, -2.65859)
F (4.87741, -3.13423, -3.94677)
F (3.10165, -3.08096, -2.75805)
F (4.65121, -1.79773, -2.10915)
H (4.16966, -8.39419, -0.66436)
H (3.96269, -7.76848, -2.32714)
H (2.73125, -7.51974, -1.24098)
H (5.64667, -6.39895, -0.90006)
H (4.28125, -6.17722, 0.27516)
C (-1.35700, 3.14978, -3.48647)
C (-0.24035, 3.14789, -4.50989)
O (-0.55592, 4.11268, -5.60876)
C (0.35842, 4.78646, -6.27920)
O (1.55163, 4.61193, -6.17069)
C (-0.14522, 5.79431, -7.29307)
F (-1.47948, 5.71215, -7.51816)
F (0.06581, 7.01737, -6.84119)
F (0.55277, 5.65761, -8.39794)
H (-2.06498, 3.97400, -3.57335)
H (-0.93488, 3.36686, -2.50525)
H (-1.93441, 2.24015, -3.32128)
H (-0.30965, 2.17516, -4.99683)
H (0.74973, 3.37063, -4.11212)
C (-7.82151, 1.16668, 1.87214)
C (-7.53820, 2.49749, 1.24016)
O (-6.67961, 2.27941, 0.08840)
C (-5.34146, 1.99920, 0.20396)
O (-4.63289, 2.19323, 1.19517)
C (-4.71278, 1.71024, -1.19644)
F (-5.72796, 1.31184, -2.00976)
F (-4.05655, 2.82437, -1.59376)
F (-3.87381, 0.68739, -1.16665)
H (-6.96397, 0.88826, 2.48467)
H (-7.84111, 0.40177, 1.09584)
H (-8.73881, 1.02858, 2.44447)
H (-7.09901, 3.16443, 1.98204)
H (-8.45763, 2.95785, 0.87849)
Cl (-1.10635, -0.03463, 0.91862)
C (-0.42411, -0.06782, -0.72555)
C (0.76695, -0.99559, -0.84661)
Cl (2.26749, -0.15100, -0.22548)
H (-0.33090, 0.90376, -1.21076)
H (-1.27412, -0.53732, -1.22068)
H (0.97587, -1.18613, -1.89929)
H (0.65376, -1.92133, -0.28243)

- gap between HOMO and LUMO (eV) = 11.017
- LUMO level (eV) = 0.076
- net charge = 0
- E_HOMO (eV) = -10.9
- 2S+1 = 1

Results of the Löwdin charge analysis, in e, for atoms 1 through 8: atom 1 (C): -0.049, atom 2 (C): -0.259, atom 3 (O): 0.039, atom 4 (C): -0.352, atom 5 (O): 0.167, atom 6 (C): -0.441, atom 7 (F): 0.141, atom 8 (F): 0.145

***

It is entry a that is most stable; the runner-up trails by 3.670 eV.